1.
Below is one molecule with the formula C4H9BO2 in a non-equilibrium geometry, with properties calculated with ωB97M-V/def2-TZVPD.

```
16
Properties=species:S:1:pos:R:3:nbo_charge:R:1
B -1.1635 -0.5860 0.1150 1.107
C 2.2522 -1.0876 -0.6706 -0.399
C 1.2854 -0.1669 -0.4906 -0.149
C 0.1919 0.2396 0.5829 -0.569
C -0.0685 1.7724 0.5952 -0.587
O -1.7523 -0.1162 -0.9917 -0.875
O -1.7595 -1.5525 0.8814 -0.859
H 2.4079 -1.9465 -0.0040 0.184
H 2.8662 -1.0816 -1.4303 0.184
H 0.4511 -0.0126 1.6125 0.225
H 1.2327 0.6367 -1.1966 0.180
H 0.6798 2.3472 0.9998 0.209
H -1.0354 1.8692 1.1369 0.208
H -0.4695 2.0748 -0.4888 0.209
H -2.5820 -0.6377 -1.1422 0.473
H -2.5362 -1.7522 0.4910 0.460
```

SMILES string: C=C[C@@H](C)B(O)O
ΔE to the lowest compared entry with this formula, charge and spin: 1.403 eV
LUMO level: 0.23 eV
orbital gap: 9.47 eV
E_tot: -333.175479 a.u.

---

2.
Below is a 2-piece molecular cluster, C4H9BO2 overall in a non-equilibrium geometry, with properties calculated with ωB97M-V/def2-TZVPD.

```
16
Properties=species:S:1:pos:R:3:nbo_charge:R:1
B 1.5702 -0.1442 0.0813 1.115
C -2.2623 -0.8667 -0.1747 -0.392
C -0.9654 -0.9043 0.1164 -0.233
C -0.5397 1.5226 -0.1929 -0.640
C 0.0007 0.1813 0.3635 -0.385
O 2.4491 0.8669 -0.0392 -0.906
O 1.8292 -1.5197 0.0381 -0.905
H -2.8056 -1.8688 -0.3941 0.200
H -2.8594 -0.0463 -0.2445 0.182
H -0.4004 -1.8869 -0.1011 0.220
H -1.5010 1.5109 0.1715 0.202
H 0.0774 2.2367 0.3432 0.221
H -0.5013 1.6551 -1.2383 0.213
H -0.0210 0.3138 2.1064 0.107
H 3.3827 0.8010 -0.3954 0.512
H 2.5469 -1.8516 -0.4402 0.489
```

ΔE to the lowest compared entry with this formula, charge and spin: 3.269 eV
LUMO level: 0.16 eV
orbital gap: 8.93 eV
E_tot: -333.106897 a.u.

---

3.
Below is an isolated ion of composition C4H9Br2N3 and charge +2 in a non-equilibrium geometry, with properties calculated with ωB97M-V/def2-TZVPD.

```
18
Properties=species:S:1:pos:R:3:nbo_charge:R:1
C 1.0275 0.3246 -0.3076 0.264
C 0.6369 2.3983 1.2076 0.211
C -0.7331 -2.8355 -1.2627 -0.625
C -0.8273 -1.5720 -0.4132 -0.239
N 0.4572 -0.8238 -0.6079 -0.458
N -0.3529 3.1008 1.7507 -0.673
N 0.3582 1.1637 0.6575 -0.534
Br 2.3791 1.0500 -1.3284 0.514
Br 2.4047 3.0747 1.2513 0.505
H 0.3852 -3.1645 -1.3127 0.214
H -1.2996 -3.5826 -0.8526 0.266
H -1.0178 -2.7214 -2.3477 0.263
H -1.6101 -0.8385 -0.6997 0.251
H -1.1297 -1.6864 0.7484 0.263
H 1.0204 -1.4557 -1.2997 0.464
H -1.2614 2.8314 1.6306 0.426
H -0.2093 4.0883 1.9140 0.448
H -0.2281 0.6486 1.2723 0.439
```

net charge: +2
LUMO level (spin up / spin down): -8.68 / -13.89 eV
2S+1: 3
orbital gap (spin up / spin down): 6.22 / 4.56 eV
E_tot: -5469.253242 a.u.

---

4.
Below is C4H9Br3Si as an isolated structure in a non-equilibrium geometry, with properties calculated with ωB97M-V/def2-TZVPD.

```
17
Properties=species:S:1:pos:R:3:nbo_charge:R:1
C -1.1541 1.1281 1.1379 -1.121
C -0.9306 -1.7553 -0.1647 -1.168
C 1.6531 -0.7162 1.2468 -1.161
C 0.2510 1.0732 -1.9699 -0.679
Si -0.1751 -0.4580 0.9274 1.811
Br 2.2337 1.4191 -1.7638 -0.075
Br -0.2557 0.0205 -3.5119 0.011
Br -0.5771 2.8994 -2.0942 -0.050
H -1.7224 1.2169 1.9958 0.252
H -0.6695 2.0651 1.2046 0.284
H -1.7688 0.9811 0.3002 0.268
H -0.4061 -2.6246 -0.0929 0.252
H -2.0322 -1.7182 -0.1987 0.266
H -0.6117 -1.4076 -1.1138 0.304
H 2.1901 -1.2552 0.5309 0.275
H 2.0462 0.2379 1.3307 0.268
H 1.9293 -1.1062 2.2355 0.265
```

ΔE to the lowest compared entry with this formula, charge and spin: 1.823 eV
LUMO level: -1.45 eV
orbital gap: 5.62 eV
E_tot: -8169.211870 a.u.

---

5.
Below is a 2-piece molecular cluster, C4H9BrN3 overall in a non-equilibrium geometry, with properties calculated with ωB97M-V/def2-TZVPD.

```
17
Properties=species:S:1:pos:R:3:nbo_charge:R:1
C -0.9069 -1.0928 -0.2990 0.200
C 4.5193 1.6284 -0.6895 0.103
C -2.2333 -1.6872 0.0302 -0.308
C 0.4569 0.8360 0.0114 0.001
N 4.6882 2.3592 0.2508 -0.649
N -0.6284 0.1033 0.1736 -0.462
N -3.0873 -0.6694 0.6152 -0.857
Br 4.2793 -0.0853 -1.0902 0.136
H -0.1880 -1.6368 -0.8884 0.229
H -2.6446 -2.1645 -0.8729 0.236
H -2.0883 -2.4968 0.7590 0.258
H 1.2497 0.4849 -0.6207 0.216
H 0.5192 1.7906 0.4942 0.224
H 4.8266 3.3574 0.2970 0.418
H -3.8146 -1.0833 1.1860 0.404
H -1.4077 0.4651 0.7446 0.468
H -3.5400 -0.1090 -0.1015 0.383
```

net charge: +1
ΔE to the lowest compared entry with this formula, charge and spin: 3.713 eV
LUMO level (spin up / spin down): -4.11 / -5.80 eV
orbital gap (spin up / spin down): 9.39 / 4.22 eV
E_tot: -2895.694685 a.u.

---

6.
Below is one molecule with the formula C4H9BrO2 in a non-equilibrium geometry, with properties calculated with ωB97M-V/def2-TZVPD.

```
16
Properties=species:S:1:pos:R:3:nbo_charge:R:1
C -0.7667 0.6732 -0.9145 -0.625
C 1.4169 0.8388 0.2645 -0.613
C 0.4439 -1.3909 -0.2446 -0.634
C 0.1203 0.0662 0.0918 0.246
O -0.5049 0.1362 1.3878 -0.261
O -1.6630 -0.7396 1.4122 -0.364
Br -3.1775 0.2076 1.5664 0.316
H -1.6602 0.0402 -1.0678 0.219
H -0.9720 1.6477 -0.8801 0.212
H -0.1198 0.5762 -1.8307 0.206
H 1.9420 1.0410 -0.6453 0.220
H 2.0670 0.2601 0.7322 0.209
H 1.0679 1.7714 0.7777 0.225
H -0.1897 -1.9605 -0.7842 0.217
H 1.4825 -1.3262 -0.5698 0.205
H 0.5135 -1.8414 0.7045 0.226
```

SMILES string: CC(C)(C)OOBr
ΔE to the lowest compared entry with this formula, charge and spin: 5.190 eV
LUMO level: -0.19 eV
orbital gap: 9.63 eV
E_tot: -2882.120146 a.u.

---

7.
Below is one molecule with the formula C4H9BrO2 in a non-equilibrium geometry, with properties calculated with ωB97M-V/def2-TZVPD.

```
16
Properties=species:S:1:pos:R:3:nbo_charge:R:1
C -1.4807 0.4591 1.2135 -0.635
C 0.4127 0.4154 -1.5936 -0.668
C -0.0731 -0.1227 0.8574 0.059
C 0.7077 0.7810 -0.1835 -0.174
O 0.7506 -2.0902 0.0463 -0.484
O -0.4825 -1.3619 0.2413 -0.281
Br 2.6938 0.4207 0.1421 -0.079
H -1.5827 1.2838 1.9309 0.228
H -2.2038 -0.3191 1.3926 0.236
H -1.7028 0.8641 0.2293 0.206
H 0.9515 -0.4759 -1.8957 0.249
H -0.6501 0.3921 -1.8854 0.228
H 0.7522 1.2802 -2.2822 0.217
H 0.6609 -0.2439 1.6719 0.208
H 0.6465 1.7785 0.1085 0.213
H 0.6000 -3.0610 0.0067 0.477
```

SMILES string: C[C@H](Br)[C@@H](C)OO
ΔE to the lowest compared entry with this formula, charge and spin: 3.713 eV
LUMO level: 0.84 eV
orbital gap: 10.53 eV
E_tot: -2882.174412 a.u.

---

8.
Below is an isolated ion of composition C4H9ClN and charge +1 in a non-equilibrium geometry, with properties calculated with ωB97M-V/def2-TZVPD.

```
15
Properties=species:S:1:pos:R:3:nbo_charge:R:1
C 0.5807 0.4959 -0.6793 0.391
C 0.2162 0.2301 -2.0451 -0.720
C 0.4382 0.4366 1.7555 -0.456
C -1.0546 -1.0584 0.3514 -0.392
N -0.0304 0.0486 0.5140 -0.259
Cl 1.8145 1.6253 -0.3893 0.159
H -0.3090 -0.6523 -2.0720 0.249
H -0.4126 0.9322 -2.5372 0.299
H 1.1615 0.0677 -2.5750 0.288
H -0.3985 0.8427 2.3105 0.243
H 1.2687 1.1605 1.7883 0.267
H 0.6086 -0.4848 2.2890 0.238
H -0.7438 -1.9744 0.6710 0.237
H -1.5254 -0.9436 -0.5731 0.229
H -1.6141 -0.7261 1.1914 0.228
```

SMILES string: CC(Cl)=[N+](C)C
net charge: +1
ΔE to the lowest compared entry with this formula, charge and spin: 0.589 eV
LUMO level: -5.06 eV
orbital gap: 10.25 eV
E_tot: -672.444541 a.u.

---

9.
Below is C4H9ClNO5S2 as an isolated structure in a non-equilibrium geometry, with properties calculated with ωB97M-V/def2-TZVPD.

```
22
Properties=species:S:1:pos:R:3:nbo_charge:R:1
C 2.0994 0.9591 -0.4077 -0.627
C 0.8023 -0.1911 1.3672 -0.675
C 1.1188 -1.3527 -0.8268 -0.629
C 0.8557 0.0143 -0.1475 0.122
N -0.3741 0.4979 -0.7425 -0.969
O -2.0540 2.3088 -0.7993 -0.918
O -2.3475 0.4058 0.7935 -0.941
O -0.6195 2.2528 1.1958 -0.936
O -1.7506 -1.8350 0.0696 -0.958
O -2.9598 -0.3286 -1.4809 -0.908
S -1.1766 1.6003 0.0621 2.430
S -2.5378 -0.6904 -0.1781 2.402
Cl -4.2098 -1.4211 0.5744 -0.301
H 2.9860 0.2194 -0.4094 0.191
H 1.9629 1.5323 -1.3097 0.218
H 2.2173 1.6425 0.5386 0.201
H 1.8824 -0.3748 1.4936 0.201
H -0.0129 -0.8244 1.6158 0.230
H 0.5793 0.7709 1.8042 0.234
H 1.2784 -1.3067 -1.9391 0.197
H 2.0098 -1.9043 -0.5778 0.188
H 0.2504 -1.9749 -0.6960 0.247
```

net charge: -1
ΔE to the lowest compared entry with this formula, charge and spin: 1.535 eV
LUMO level: 3.35 eV
orbital gap: 8.68 eV
E_tot: -1845.334581 a.u.

---

10.
Below is one molecule with the formula C4H9ClO in a non-equilibrium geometry, with properties calculated with ωB97M-V/def2-TZVPD.

```
15
Properties=species:S:1:pos:R:3:nbo_charge:R:1
C 1.7114 -0.3513 0.1789 -0.654
C 0.2947 -0.1140 -0.3243 0.024
C 0.0728 -0.5961 -1.6943 -0.643
C -0.0428 1.4293 -0.3141 -0.080
H 1.8467 0.0128 1.2105 0.238
H 2.3479 0.0624 -0.6199 0.219
H 2.1785 -1.3293 0.1168 0.232
H -0.9800 -0.3458 -1.9605 0.228
H 0.6550 0.1247 -2.3250 0.202
H 0.3583 -1.6158 -1.9985 0.234
H -0.7167 1.8363 -1.1478 0.184
H 0.9183 1.7493 -0.6737 0.181
H -0.7166 1.2885 1.5699 0.481
O -0.2738 1.8996 1.0298 -0.721
Cl -0.9363 -1.1287 0.6184 -0.125
```

SMILES string: CC(C)(Cl)CO
ΔE to the lowest compared entry with this formula, charge and spin: 0.912 eV
LUMO level: 0.77 eV
orbital gap: 11.45 eV
E_tot: -693.205149 a.u.

---

11.
Below is one molecule with the formula C4H9ClO in a non-equilibrium geometry, with properties calculated with ωB97M-V/def2-TZVPD.

```
15
Properties=species:S:1:pos:R:3:nbo_charge:R:1
C 0.4086 -1.6354 1.4309 -0.644
C 0.8895 -0.4376 0.6013 0.096
C 0.0478 0.8764 0.6047 -0.441
C -1.3518 0.8050 -0.0565 -0.315
H 0.9847 -2.4062 0.9328 0.223
H 0.7414 -1.6133 2.4819 0.208
H -0.6205 -1.9008 1.2696 0.208
H 0.8687 -0.7183 -0.4246 0.179
H 2.1459 0.3437 1.7235 0.456
H -0.1809 1.1523 1.6475 0.195
H 0.5605 1.6942 0.1399 0.222
H -1.7786 1.7930 -0.1213 0.214
H -2.0137 0.1724 0.4376 0.203
O 2.1868 -0.1766 0.8973 -0.688
Cl -1.0686 0.3086 -1.8087 -0.116
```

SMILES string: C[C@H](O)CCCl
ΔE to the lowest compared entry with this formula, charge and spin: 0.549 eV
LUMO level: 0.92 eV
orbital gap: 11.29 eV
E_tot: -693.218477 a.u.

---

12.
Below is one molecule with the formula C4H9ClO2 in a non-equilibrium geometry, with properties calculated with ωB97M-V/def2-TZVPD.

```
16
Properties=species:S:1:pos:R:3:nbo_charge:R:1
C -2.2907 0.6249 0.2591 -0.654
C -1.3409 -0.5202 -0.0795 0.072
C -0.1917 -0.1751 -1.0550 0.065
C 0.6880 1.0221 -0.6977 -0.404
H -1.7153 1.2135 1.0335 0.222
H -2.6436 1.2348 -0.5694 0.218
H -3.1993 0.2512 0.6615 0.211
H -1.8717 -1.3102 -0.6097 0.170
H -1.6240 -1.3226 1.6309 0.476
H -0.6999 0.0577 -2.0331 0.192
H 0.6886 -1.5051 -0.1685 0.484
H 0.1241 1.8834 -0.4060 0.214
H 1.3091 1.2797 -1.5382 0.221
O -0.8188 -1.0392 1.1469 -0.729
O 0.6062 -1.3419 -1.0936 -0.703
Cl 1.7732 0.6797 0.6477 -0.056
```

SMILES string: C[C@H](O)[C@H](O)CCl
ΔE to the lowest compared entry with this formula, charge and spin: 0.272 eV
LUMO level: 0.71 eV
orbital gap: 10.85 eV
E_tot: -768.461843 a.u.